ORCA calculation (wB97M-V/def2-TZVPD) on the ion C4H5N2O4PS with charge -2 at a distorted geometry.

Last column: Mulliken charge in e.
Geometry (Å):
C  0.33224  2.22609  0.40938  -0.79
O  1.16050  1.74695  -0.64634  -0.35
C  1.49305  0.41381  -0.34027  0.33
N  0.46291  -0.55670  -0.52428  -0.79
C  0.96922  -1.72090  -0.22619  0.46
N  0.37652  -2.96506  -0.33684  -0.59
S  2.60208  -1.72163  0.30775  -0.24
C  2.69680  -0.01645  0.14945  0.25
P  4.55620  0.42100  0.04734  0.80
O  5.20440  -0.95564  -0.03991  -0.82
O  4.64720  1.19526  -1.25559  -0.80
O  4.87513  1.20394  1.28574  -0.81
H  0.81957  2.22783  1.41908  0.30
H  -0.67782  1.68207  0.47036  0.28
H  0.01444  3.30903  0.29427  0.24
H  -0.60503  -2.95956  0.10978  0.24
H  0.86274  -3.61488  0.18325  0.29

Cartesian forces (eV/Å) of the 3 atoms listed first:
-1.50 0.89 0.66
-0.54 -0.60 1.26
-0.27 -0.57 0.27

Results
SMILES	COc1nc(N)sc1P(=O)([O-])[O-]
charge	-2

ORCA calculation (wB97M-V/def2-TZVPD) on an isolated molecule of C5H9NO.

Last column: Mulliken charge in e.
Geometry (Å):
C  1.15220  -1.31979  -0.42797  -1.04
C  -0.05744  -0.95119  0.50701  -0.40
C  -0.11073  0.44297  0.03331  0.66
C  0.88839  1.38743  0.60843  -1.24
N  -0.90217  0.88616  -0.87891  -0.54
C  -2.21703  0.51629  -0.72243  -0.01
O  -2.68623  0.06378  0.30854  -0.54
H  1.92107  -1.82332  0.14568  0.30
H  0.76545  -1.92766  -1.24455  0.35
H  1.64625  -0.46478  -0.92374  0.31
H  -0.93928  -1.55112  0.27520  0.34
H  0.15051  -1.04246  1.58228  0.33
H  1.35421  1.98566  -0.17500  0.36
H  1.63680  0.91637  1.25200  0.32
H  0.25424  2.04589  1.21315  0.38
H  -2.85625  0.83577  -1.55298  0.41

Cartesian forces (eV/Å) of the 3 atoms listed first:
0.16 -0.52 0.08
0.36 -0.06 -0.32
-0.28 0.49 0.22

Results
SMILES	CC/C(C)=N\C=O

In hartree, the energy values for the records above are, in order, -1305.4792, -325.8654.
In kJ/mol, the energy relative to the best compared isomer or geometry (same formula, charge and spin) values for the records above are, in order, 32.4, 189.5.